[1]
This record from OMol25 describes the molecule C4H6N2. The level of theory is ωB97M-V/def2-TZVPD.

Summary:
Molar mass ... 82.106 g/mol
HOMO energy ... -8.81 eV
ΔE to the lowest compared entry with this formula, charge and spin ... 4.557 eV
2S+1 ... 1
E_tot ... -7221.0340 eV
E_LUMO ... 0.9 eV

Last column: natural (NBO) charge in e.
Cartesian coordinates (Å):
1 C -0.824 1.796 0.101  0.273
2 N -0.538 0.685 -0.704  -0.586
3 H -1.467 2.519 -0.411  0.156
4 C 0.479 -1.019 0.893  -0.208
5 H -0.562 -2.065 -1.191  0.248
6 C 0.411 -1.690 -0.877  -0.600
7 H 1.511 -1.090 1.219  0.230
8 H 0.991 -1.282 -1.710  0.241
9 C 0.055 -0.244 -0.074  0.314
10 H -0.716 2.820 1.678  0.346
11 H 0.971 -2.516 -0.434  0.272
12 N -0.378 1.943 1.285  -0.687

---

[2]
This record from OMol25 describes a structure of composition F10KN5O20S10 in a non-equilibrium geometry. The level of theory is ωB97M-V/def2-TZVPD.

Summary:
Molar mass ... 939.763 g/mol
Total charge ... -4
HOMO energy ... 0.04 eV
ΔE to the lowest compared entry with this formula, charge and spin ... 5.244 eV
2S+1 ... 1
E_tot ... -200246.4877 eV
E_LUMO ... 7.4 eV

Last column: natural (NBO) charge in e.
Cartesian coordinates (Å):
1 F 1.032 1.911 -4.181  -0.495
2 O 1.438 1.905 1.861  -0.914
3 O 3.650 2.400 2.747  -0.926
4 N 1.775 -4.925 0.690  -1.083
5 O -1.607 1.342 3.122  -0.913
6 F -0.468 2.673 0.248  -0.498
7 F -3.649 -1.968 -4.383  -0.536
8 S 0.874 -3.555 1.157  2.365
9 O -2.214 -3.779 -3.809  -0.916
10 S -1.794 0.328 2.124  2.406
11 O 0.333 -2.918 -3.699  -0.903
12 O 2.693 2.871 -2.789  -0.933
13 F -1.692 -0.994 3.050  -0.528
14 N -1.538 -1.192 -3.755  -1.035
15 S 1.274 2.959 -3.026  2.382
16 O 2.522 -3.827 -1.514  -0.933
17 O -0.720 0.065 1.187  -0.917
18 N -3.324 0.044 1.663  -1.094
19 O -0.578 -3.671 1.300  -0.867
20 N 1.528 3.191 4.146  -1.141
21 O -0.158 -1.665 -1.582  -0.898
22 F 0.647 -0.567 -3.542  -0.568
23 F 1.393 -3.676 2.641  -0.505
24 S 1.547 -4.650 -0.815  2.391
25 S -0.035 3.451 -1.080  2.415
26 O 1.004 0.785 4.571  -0.902
27 N 0.198 2.147 -1.904  -1.055
28 S -3.288 1.082 0.473  2.389
29 F 2.170 4.170 2.024  -0.499
30 S 1.758 1.942 4.965  2.459
31 F 1.000 2.382 6.337  -0.539
32 O 0.746 4.150 -3.632  -0.931
33 O -3.139 2.472 0.858  -0.901
34 K 1.497 0.414 -0.419  0.947
35 O -1.245 4.148 -1.482  -0.935
36 O 3.126 1.755 5.381  -0.966
37 F -4.903 1.005 0.171  -0.558
38 O 1.062 4.248 -0.575  -0.934
39 O -2.823 0.484 -0.764  -0.876
40 O -3.244 -2.320 -2.101  -0.889
41 O 1.406 -2.281 0.668  -0.905
42 F 2.154 -6.129 -1.325  -0.577
43 O 0.211 -4.651 -1.363  -0.877
44 S -0.323 -1.822 -3.024  2.379
45 S -2.546 -2.457 -3.343  2.375
46 S 2.251 2.719 2.721  2.438

---

[3]
This record from OMol25 describes a structure of composition C31H35MnO5 in a non-equilibrium geometry. The level of theory is ωB97M-V/def2-TZVPD.

Summary:
Molar mass ... 542.554 g/mol
Total charge ... -1
HOMO energy (spin up / spin down) ... -2.07 / -2.99 eV
2S+1 ... 4
E_tot ... -74268.4415 eV
E_LUMO (spin up / spin down) ... 2.0 / 2.0 eV

Last column: Löwdin spin population.
Cartesian coordinates (Å):
1 H -7.350 -2.078 8.001  0.000
2 H 0.148 -2.629 -4.271  0.000
3 C -6.718 -2.799 6.055  0.000
4 O 0.316 -0.902 -1.333  -0.001
5 H 2.994 -0.396 -5.018  0.000
6 C -1.215 -2.139 3.531  0.046
7 H -3.900 0.631 0.446  0.006
8 C -6.717 -1.895 7.131  0.001
9 H -1.514 -0.310 -3.134  0.000
10 C 2.823 1.045 -2.040  0.000
11 H 3.614 1.483 -1.419  0.000
12 H -1.246 2.052 3.653  -0.002
13 H -0.500 -2.915 1.521  -0.004
14 H 0.823 -3.205 -2.727  0.000
15 H 0.261 1.648 1.376  0.005
16 H 0.795 0.531 3.948  0.002
17 Mn -1.544 -0.372 2.278  2.617
18 O 3.721 2.812 -5.157  0.000
19 C -0.430 -2.176 2.318  -0.015
20 C -0.809 -1.014 4.308  0.018
21 C 0.455 -1.086 -2.805  0.000
22 H 4.076 4.838 -4.876  0.000
23 H -3.799 1.385 3.064  0.001
24 C 2.346 0.062 -4.266  0.000
25 H 7.250 0.808 -3.180  0.000
26 C -0.792 1.423 1.504  0.028
27 C 6.765 1.783 -3.287  0.000
28 H 1.872 -1.870 -0.382  0.000
29 C -3.015 0.940 0.991  0.100
30 H 3.609 -0.935 -1.685  0.000
31 H 1.479 0.516 -4.754  0.000
32 H -7.356 -3.689 6.068  0.000
33 H 1.355 -0.946 1.744  0.006
34 C 3.596 4.164 -5.595  0.000
35 C 4.657 0.970 -3.783  0.000
36 C 0.498 -1.076 2.390  0.041
37 C 0.219 -0.324 3.585  0.018
38 C -1.682 0.962 0.461  -0.014
39 H 2.405 -1.908 -3.416  0.000
40 C -5.900 -2.549 4.954  0.003
41 O 2.294 3.426 -3.517  0.000
42 H -1.196 -0.736 5.291  0.001
43 C 1.977 -0.931 -3.158  0.000
44 H -5.880 -0.051 7.947  0.000
45 H -0.904 -2.753 -2.832  0.000
46 C 2.627 -0.457 -1.827  0.000
47 H -0.269 0.952 -3.190  0.000
48 C -3.430 -1.170 2.866  0.061
49 H -0.468 -0.191 -4.554  0.000
50 H 6.847 2.127 -4.321  0.000
51 H -1.385 0.772 -0.565  -0.003
52 H -1.960 -2.874 3.813  0.003
53 C 3.160 1.162 -3.532  0.000
54 C 1.624 -0.864 -0.760  0.000
55 C 0.104 -2.511 -3.181  0.000
56 H 1.881 1.581 -1.857  0.000
57 C -5.060 -0.507 6.018  0.003
58 C -2.962 1.335 2.371  0.025
59 C 2.988 2.577 -4.055  0.000
60 H -4.380 0.347 5.962  0.000
61 C -4.197 -1.251 3.843  0.052
62 H -5.856 -3.224 4.100  0.000
63 C -5.071 -1.416 4.937  0.009
64 C -0.493 -0.087 -3.463  0.000
65 H 1.562 -0.176 0.088  0.000
66 H 2.544 4.451 -5.680  0.000
67 C -1.597 1.658 2.704  -0.010
68 O 5.387 1.706 -2.932  0.000
69 H 4.094 4.201 -6.560  0.000
70 H 7.173 2.519 -2.594  0.000
71 O 5.147 0.297 -4.668  0.000
72 C -5.889 -0.754 7.110  0.000

---

[4]
This record from OMol25 describes a structure of composition C3H4CdO3 in a non-equilibrium geometry. The level of theory is ωB97M-V/def2-TZVPD.

Summary:
Molar mass ... 200.474 g/mol
HOMO energy ... -8.27 eV
ΔE to the lowest compared entry with this formula, charge and spin ... 3.297 eV
2S+1 ... 1
E_tot ... -13877.8120 eV
E_LUMO ... 0.6 eV

Last column: natural (NBO) charge in e.
Cartesian coordinates (Å):
1 C -0.567 -0.890 1.205  -0.101
2 C 1.895 -0.151 -1.323  0.446
3 O 1.157 0.801 -1.667  -0.912
4 Cd -0.781 1.072 -1.550  1.371
5 C 0.593 -0.140 0.738  0.325
6 H 1.007 0.682 1.326  0.189
7 O 1.478 -0.750 -0.112  -0.579
8 H -0.722 -1.896 0.812  0.214
9 H -1.011 -0.656 2.173  0.204
10 O -0.730 0.161 0.228  -0.656
11 H -2.318 1.769 -1.829  -0.502

---

Look up the E_tot of the second one.
-200246.4877 eV

---

Which of these has the highest E_tot?
C4H6N2

---

Which of these has the highest E_tot?
C4H6N2

---

Which of these has the lowest molar mass?
C4H6N2